No. 1
The following is a quantum chemistry calculation of C5H6N2 as an isolated structure in a non-equilibrium geometry, from the Open Molecules 2025 dataset.

Summary:
Relative energy (zero: lowest compared OMol25 entry of this formula, charge and spin): 87.54 kcal per mole
Orbital gap: 9.343 eV
HOMO level: -9.19 eV

Each line ends with the Löwdin charge.
Cartesian coordinates (Å):
C (-0.171, 1.744, 1.268)  0.03
C (-0.128, -0.982, -1.420)  -0.24
C (-0.522, 0.813, 0.321)  -0.24
C (0.388, -0.209, -0.280)  -0.17
N (0.542, -1.470, -2.379)  0.11
C (-0.127, -0.850, 1.176)  -0.22
N (-0.153, -1.615, 2.036)  0.16
H (1.531, -1.200, -2.371)  0.06
H (-0.921, 2.382, 1.705)  0.06
H (0.783, 1.705, 1.764)  0.07
H (-1.196, -1.205, -1.412)  0.12
H (-1.485, 0.900, -0.166)  0.12
H (1.458, -0.011, -0.243)  0.15

Forces on atoms 1 to 2 (eV/Å):
-0.8465 -1.5687 -1.2877
0.1759 -0.8442 -0.5832

=====

No. 2
The following is a quantum chemistry calculation of a 2-piece molecular cluster, C29H25N3O6S overall in a non-equilibrium geometry, from the Open Molecules 2025 dataset.

Summary:
Relative energy (zero: lowest compared OMol25 entry of this formula, charge and spin): 0.00 kcal per mole
Orbital gap: 6.556 eV
HOMO level: -8.62 eV

Each line ends with the Löwdin charge.
Cartesian coordinates (Å):
C (1.177, 1.748, 3.625)  -0.08
C (0.718, 2.760, 2.435)  -0.26
O (1.815, 2.798, 1.496)  -0.21
C (1.311, 2.916, 0.118)  -0.14
C (0.878, 1.405, -0.290)  -0.04
C (-0.592, 1.033, -0.704)  0.05
C (-1.002, -0.427, -1.058)  -0.07
C (-2.489, -0.830, -1.531)  -0.21
C (-3.004, -0.121, -2.802)  0.00
C (-4.436, -0.536, -3.298)  -0.04
C (-5.186, -1.623, -2.460)  -0.05
C (-4.454, -2.156, -1.207)  -0.12
N (-3.161, -1.795, -0.726)  0.05
C (0.033, -1.581, -1.005)  -0.09
C (-0.247, -3.115, -1.331)  -0.07
C (1.507, -1.211, -0.592)  0.02
C (1.930, 0.265, -0.239)  0.02
C (3.463, 0.515, 0.205)  -0.25
O (4.110, 1.548, -0.110)  0.04
C (4.105, -0.695, 1.060)  0.06
C (3.717, -2.037, 0.744)  -0.10
C (4.294, -3.287, 1.605)  -0.17
C (3.840, -2.971, 3.144)  -0.48
S (3.680, -4.498, 4.184)  0.89
C (2.568, -5.708, 3.352)  -0.50
N (2.677, -6.384, 2.085)  0.00
N (1.563, -7.163, 1.964)  -0.04
C (0.675, -7.125, 3.085)  -0.04
O (1.347, -6.178, 3.925)  -0.10
C (2.673, -2.312, -0.460)  -0.24
O (2.817, -3.290, -1.229)  0.06
H (0.866, 0.670, 3.389)  0.07
H (0.727, 2.019, 4.637)  0.07
H (2.326, 1.835, 3.667)  0.08
H (-0.253, 2.326, 2.018)  0.12
H (0.473, 3.765, 2.922)  0.12
H (2.225, 3.252, -0.503)  0.14
H (0.433, 3.643, 0.047)  0.10
H (-1.336, 1.889, -0.730)  0.08
H (-2.378, 0.666, -3.363)  0.11
H (-4.876, -0.038, -4.223)  0.09
H (-6.218, -1.979, -2.781)  0.09
H (-5.015, -2.960, -0.601)  0.10
H (0.183, -3.364, -2.372)  0.10
H (0.366, -3.727, -0.564)  0.09
H (-1.328, -3.445, -1.201)  0.06
H (4.836, -0.434, 1.890)  0.12
H (3.733, -4.218, 1.211)  0.09
H (5.422, -3.408, 1.509)  0.12
H (2.871, -2.350, 3.104)  0.09
H (4.660, -2.281, 3.575)  0.09
H (-0.306, -7.666, 3.282)  0.14
C (-2.285, 6.544, -3.214)  0.03
C (-1.418, 5.750, -2.586)  0.03
C (-1.879, 4.636, -1.732)  -0.35
O (-1.086, 3.910, -1.156)  0.05
C (-3.337, 4.433, -1.603)  0.03
C (-4.205, 5.227, -2.231)  0.03
C (-3.744, 6.343, -3.085)  -0.38
O (-4.535, 7.066, -3.660)  0.11
H (-1.966, 7.366, -3.843)  0.13
H (-0.346, 5.884, -2.670)  0.13
H (-3.657, 3.611, -0.974)  0.12
H (-5.276, 5.093, -2.146)  0.13

Forces on atoms 1 to 2 (eV/Å):
0.2412 0.3482 -0.5655
-0.1963 -1.3241 1.9566

=====

No. 3
The following is a quantum chemistry calculation of a 10-piece molecular cluster, C20H60O10 overall in a non-equilibrium geometry, from the Open Molecules 2025 dataset.

Summary:
Relative energy (zero: lowest compared OMol25 entry of this formula, charge and spin): 17.26 kcal per mole
Orbital gap: 10.141 eV
HOMO level: -9.72 eV

Each line ends with the Löwdin charge.
Cartesian coordinates (Å):
C (-2.408, -1.487, 3.903)  -0.09
C (-3.740, -1.836, 3.270)  -0.32
O (-4.324, -0.655, 2.718)  -0.09
H (-1.969, -2.442, 4.218)  0.06
H (-2.536, -0.898, 4.811)  0.08
H (-1.725, -0.999, 3.217)  0.06
H (-4.392, -2.307, 4.019)  0.11
H (-3.601, -2.604, 2.493)  0.11
H (-5.264, -0.799, 2.572)  0.08
C (5.223, -2.584, 1.211)  -0.07
C (4.308, -2.074, 0.107)  -0.31
O (3.325, -1.170, 0.569)  -0.11
H (5.776, -3.480, 0.931)  0.07
H (4.619, -2.854, 2.085)  0.06
H (5.929, -1.808, 1.504)  0.08
H (3.825, -2.917, -0.405)  0.11
H (4.900, -1.558, -0.648)  0.10
H (2.846, -1.625, 1.293)  0.05
C (-2.342, 3.320, -3.072)  -0.09
C (-2.533, 3.498, -1.572)  -0.32
O (-3.639, 4.350, -1.305)  -0.08
H (-3.272, 3.005, -3.558)  0.08
H (-1.616, 2.524, -3.253)  0.06
H (-2.029, 4.236, -3.578)  0.08
H (-1.608, 3.837, -1.105)  0.11
H (-2.690, 2.488, -1.158)  0.10
H (-4.270, 4.187, -2.011)  0.07
C (3.527, 3.943, 0.928)  -0.08
C (3.000, 2.578, 0.554)  -0.33
O (3.733, 1.597, 1.281)  -0.10
H (4.561, 4.084, 0.612)  0.07
H (3.495, 4.064, 2.012)  0.07
H (2.897, 4.716, 0.484)  0.07
H (3.091, 2.378, -0.522)  0.10
H (1.935, 2.524, 0.824)  0.09
H (3.468, 0.702, 0.997)  0.04
C (-1.143, -2.958, -3.828)  -0.09
C (-1.235, -1.482, -4.171)  -0.32
O (-2.005, -0.778, -3.203)  -0.10
H (-0.786, -3.087, -2.806)  0.07
H (-0.425, -3.445, -4.499)  0.07
H (-2.099, -3.468, -3.939)  0.07
H (-1.702, -1.343, -5.153)  0.11
H (-0.228, -1.052, -4.245)  0.10
H (-1.442, -0.091, -2.810)  0.03
C (-0.624, -0.091, -0.138)  -0.06
C (0.458, -0.038, -1.175)  -0.31
O (0.084, 0.898, -2.176)  -0.11
H (-1.563, -0.447, -0.551)  0.07
H (-0.759, 0.920, 0.270)  0.07
H (-0.292, -0.661, 0.734)  0.06
H (0.577, -1.029, -1.637)  0.10
H (1.417, 0.229, -0.728)  0.10
H (0.880, 1.108, -2.702)  0.06
C (-5.359, -0.125, -1.183)  -0.08
C (-5.801, 1.085, -0.384)  -0.30
O (-7.239, 1.191, -0.380)  -0.09
H (-5.504, -1.052, -0.629)  0.07
H (-4.289, -0.058, -1.391)  0.06
H (-5.875, -0.169, -2.143)  0.08
H (-5.345, 1.990, -0.798)  0.10
H (-5.491, 0.906, 0.655)  0.10
H (-7.489, 1.935, 0.174)  0.07
C (3.617, -0.698, -3.136)  -0.08
C (3.423, 0.383, -4.174)  -0.28
O (2.438, 1.319, -3.702)  -0.09
H (2.668, -1.193, -2.932)  0.07
H (3.950, -0.225, -2.209)  0.07
H (4.381, -1.416, -3.428)  0.08
H (3.101, -0.034, -5.133)  0.11
H (4.367, 0.906, -4.348)  0.12
H (2.776, 2.207, -3.836)  0.10
C (1.455, 1.679, 3.879)  -0.08
C (0.159, 2.128, 3.242)  -0.32
O (-0.718, 2.660, 4.238)  -0.08
H (2.048, 2.554, 4.154)  0.08
H (2.039, 1.114, 3.153)  0.05
H (1.268, 1.098, 4.780)  0.07
H (-0.302, 1.285, 2.716)  0.09
H (0.370, 2.889, 2.478)  0.10
H (-1.620, 2.590, 3.904)  0.08
C (1.389, -4.456, 2.565)  -0.08
C (0.796, -3.071, 2.691)  -0.29
O (1.825, -2.074, 2.814)  -0.10
H (0.621, -5.226, 2.469)  0.08
H (1.973, -4.713, 3.454)  0.08
H (2.061, -4.516, 1.706)  0.07
H (0.189, -3.025, 3.599)  0.10
H (0.208, -2.795, 1.821)  0.11
H (2.298, -2.192, 3.643)  0.10

Forces on atoms 1 to 2 (eV/Å):
-0.2484 -0.7456 0.3519
-0.0847 -0.0922 -0.1738

=====

No. 4
The following is a quantum chemistry calculation of C22H36F6N2PSSi2W as an isolated structure, from the Open Molecules 2025 dataset.

Summary:
Relative energy (zero: lowest compared OMol25 entry of this formula, charge and spin): 2.76 kcal per mole
Orbital gap (alpha / beta): 6.342 / 6.251 eV
Multiplicity: 3
Total charge: -1
HOMO level (alpha / beta): -3.95 / -4.75 eV

Each line ends with the Löwdin charge.
Cartesian coordinates (Å):
W (-0.215, 0.745, -0.294)  1.41
C (1.329, 1.347, -2.008)  -0.16
C (1.703, 2.048, -0.830)  -0.16
C (0.658, 2.932, -0.491)  -0.18
C (-0.377, 2.790, -1.466)  -0.20
C (0.051, 1.829, -2.407)  -0.18
H (1.911, 0.581, -2.496)  0.09
H (2.607, 1.881, -0.268)  0.12
H (0.616, 3.553, 0.390)  0.12
H (-1.306, 3.335, -1.492)  0.09
H (-0.499, 1.503, -3.274)  0.11
C (1.178, -2.714, 0.529)  -0.19
Si (1.676, -1.342, 1.685)  0.42
C (1.246, -1.987, 3.400)  -0.17
C (3.526, -1.026, 1.560)  -0.17
N (0.770, 0.140, 1.389)  -0.22
C (0.604, 1.081, 2.414)  -0.32
C (1.508, 1.288, 3.451)  -0.06
C (1.232, 2.197, 4.469)  -0.12
C (0.052, 2.917, 4.441)  -0.12
C (-0.842, 2.757, 3.385)  -0.06
C (-0.583, 1.860, 2.351)  -0.32
N (-1.380, 1.644, 1.229)  -0.24
Si (-2.987, 2.258, 1.100)  0.37
C (-3.828, 1.625, -0.454)  -0.20
C (-3.045, 4.142, 0.971)  -0.17
C (-4.035, 1.748, 2.575)  -0.17
H (1.912, -3.517, 0.639)  0.05
H (1.187, -2.436, -0.521)  -0.01
H (0.193, -3.107, 0.787)  0.01
H (1.709, -2.969, 3.531)  0.03
H (0.164, -2.115, 3.482)  0.03
H (1.571, -1.347, 4.218)  0.01
H (4.016, -1.827, 1.004)  0.02
H (3.999, -0.944, 2.542)  0.02
H (3.716, -0.102, 1.012)  0.02
H (2.441, 0.739, 3.456)  0.09
H (1.944, 2.341, 5.271)  0.09
H (-0.175, 3.624, 5.230)  0.09
H (-1.749, 3.347, 3.372)  0.07
H (-3.159, 1.605, -1.318)  0.01
H (-4.672, 2.278, -0.693)  0.03
H (-4.210, 0.612, -0.320)  0.01
H (-2.612, 4.487, 0.030)  0.01
H (-2.508, 4.640, 1.779)  0.02
H (-4.084, 4.483, 0.997)  0.03
H (-3.802, 0.720, 2.860)  0.03
H (-5.097, 1.796, 2.318)  0.03
H (-3.874, 2.381, 3.448)  0.02
S (-1.843, -1.156, -0.247)  0.70
C (-0.740, -0.791, -1.453)  -0.75
C (-0.889, -3.890, -2.256)  -0.08
C (-1.306, -2.693, -3.106)  -0.44
C (-1.127, -3.016, -4.587)  -0.08
C (-0.493, -1.441, -2.768)  -0.25
H (-1.483, -4.768, -2.522)  0.08
H (-1.026, -3.700, -1.193)  0.04
H (0.165, -4.121, -2.422)  0.08
H (-2.363, -2.472, -2.916)  0.12
H (-0.072, -3.199, -4.807)  0.09
H (-1.465, -2.193, -5.221)  0.07
H (-1.689, -3.911, -4.864)  0.07
H (0.577, -1.668, -2.837)  0.10
H (-0.670, -0.681, -3.538)  0.11
F (2.932, -1.142, -1.483)  -0.19
P (3.723, -2.026, -2.610)  0.16
F (4.484, -2.890, -3.733)  -0.16
F (2.958, -1.165, -3.769)  -0.18
F (4.436, -2.868, -1.432)  -0.16
F (2.490, -3.088, -2.619)  -0.17
F (4.920, -0.944, -2.599)  -0.16

Forces on atoms 1 to 2 (eV/Å):
-0.3092 0.2309 -0.0370
-0.0710 0.0461 0.0545